# 1
An isolated molecule of C6H10O. Source: the OMol25 dataset; level of theory: ωB97M-V/def2-TZVPD.

Properties
- E_HOMO (eV) = -8.9
- lowest unoccupied orbital energy (eV) = 1.06
- Kohn-Sham gap (eV) = 9.91
- calculated total energy (a.u.) = -309.79253

Last column: Mulliken charge in e.
Atoms and positions in Å:
C 1.252 -1.650 -0.199  -0.58
C 2.209 -0.750 0.037  -0.01
O 2.083 0.483 0.593  -0.37
C 0.758 0.968 0.719  -0.50
C -0.003 1.036 -0.582  -0.32
C -1.281 0.708 -0.778  0.05
C -2.219 -0.027 0.143  -1.26
H 1.506 -2.553 -0.749  0.27
H 0.214 -1.488 0.083  0.15
H 3.248 -0.939 -0.219  0.35
H 0.878 1.999 1.063  0.28
H 0.215 0.406 1.493  0.34
H 0.566 1.446 -1.419  0.31
H -1.715 0.981 -1.741  0.35
H -3.158 0.522 0.284  0.38
H -1.798 -0.240 1.132  0.29
H -2.487 -0.990 -0.316  0.29

=====

# 2
A cluster of 3 separate species, C6H10O in total. Source: the OMol25 dataset; level of theory: ωB97M-V/def2-TZVPD.

Properties
- E_HOMO (eV) = -8.4
- lowest unoccupied orbital energy (eV) = 0.81
- Kohn-Sham gap (eV) = 9.24
- calculated total energy (a.u.) = -309.74196

Last column: Mulliken charge in e.
Atoms and positions in Å:
C -0.615 -1.986 -0.600  -1.51
C -0.032 -0.719 -0.048  0.85
C 0.253 -0.422 1.280  -0.57
C 0.579 0.944 1.391  -0.55
C 1.059 1.367 0.019  -0.59
C 0.139 0.481 -0.782  0.04
O 0.104 0.595 -2.138  -0.52
H -0.112 -2.301 -1.526  0.36
H -1.684 -1.879 -0.823  0.30
H -0.511 -2.806 0.116  0.37
H 0.061 -1.087 2.118  0.39
H 0.933 1.411 2.306  0.40
H -0.766 1.466 0.906  0.03
H 0.967 2.433 -0.199  0.31
H 2.093 1.036 -0.137  0.25
H -1.019 1.288 0.000  0.10
H -0.320 -0.194 -2.504  0.34

=====

# 3
A cluster of 2 separate species, C6H10O in total. Source: the OMol25 dataset; level of theory: ωB97M-V/def2-TZVPD.

Properties
- E_HOMO (eV) = -8.8
- lowest unoccupied orbital energy (eV) = 1.07
- Kohn-Sham gap (eV) = 9.88
- calculated total energy (a.u.) = -309.72699

Last column: Mulliken charge in e.
Atoms and positions in Å:
C -0.975 -1.357 0.947  -0.94
C -0.229 -0.585 0.169  0.21
C 0.361 -0.856 -1.199  -0.49
O 0.920 0.365 -1.698  -0.44
C 0.634 1.395 -0.788  -0.13
C -0.814 1.552 -0.462  -0.67
C 0.131 0.802 0.476  -0.25
H -1.301 -0.987 1.918  0.30
H -1.268 -2.356 0.658  0.28
H -0.378 -1.230 -1.915  0.31
H 1.165 -1.591 -1.087  0.29
H 1.295 2.251 -0.865  0.39
H -1.481 0.975 -1.103  0.20
H -1.261 2.413 -0.001  0.33
H 0.343 1.184 1.471  0.56
H 1.157 -1.240 1.760  -0.05
H 1.703 -0.735 1.720  0.09

=====

# 4
A structure of composition C6H10O in a non-equilibrium geometry. Source: the OMol25 dataset; level of theory: ωB97M-V/def2-TZVPD.

Properties
- E_HOMO (eV) = -7.8
- lowest unoccupied orbital energy (eV) = 0.83
- Kohn-Sham gap (eV) = 8.64
- calculated total energy (a.u.) = -309.70391

Last column: Mulliken charge in e.
Atoms and positions in Å:
C -1.563 -0.175 -0.049  -0.54
C -0.852 -1.502 0.117  -0.15
O -0.009 -1.934 -0.647  -0.49
C 1.772 -0.231 -0.329  -0.71
C 1.081 0.165 0.908  -0.44
C 0.545 1.275 0.129  -0.29
C -0.703 0.953 -0.672  -0.49
H -1.997 0.106 0.919  0.30
H -2.405 -0.354 -0.730  0.36
H 0.371 -0.534 1.370  0.18
H -1.190 -2.112 0.979  0.41
H 2.791 -0.629 -0.257  0.25
H 1.408 -0.303 -1.335  0.32
H 1.831 0.508 1.626  0.31
H 0.673 2.312 0.464  0.34
H -0.418 0.614 -1.671  0.23
H -1.334 1.841 -0.824  0.40

=====

# 5
A structure of composition C6H10O. Source: the OMol25 dataset; level of theory: ωB97M-V/def2-TZVPD.

Properties
- E_HOMO (eV) = -8.6
- lowest unoccupied orbital energy (eV) = 0.62
- Kohn-Sham gap (eV) = 9.26
- calculated total energy (a.u.) = -309.64034

Last column: Mulliken charge in e.
Atoms and positions in Å:
C 0.259 1.885 -0.507  -1.43
C 0.232 0.669 0.406  0.28
C -1.196 0.239 0.893  -0.51
C -1.288 -1.305 0.995  -0.58
C -0.127 -1.519 0.462  -0.17
C 0.839 -0.626 -0.232  -0.16
O 0.805 -0.711 -1.638  -0.56
H -0.305 1.705 -1.429  0.29
H -0.195 2.745 -0.002  0.39
H 1.281 2.157 -0.792  0.37
H 0.836 0.874 1.298  0.30
H -1.971 0.560 0.184  0.30
H -1.443 0.708 1.852  0.40
H 0.082 -2.976 -0.162  0.12
H 0.423 -2.964 0.548  0.10
H 1.889 -0.765 0.036  0.45
H -0.123 -0.676 -1.910  0.41

=====

# 6
An isolated molecule of C6H10O. Source: the OMol25 dataset; level of theory: ωB97M-V/def2-TZVPD.

Properties
- E_HOMO (eV) = -8.6
- lowest unoccupied orbital energy (eV) = 0.87
- Kohn-Sham gap (eV) = 9.49
- calculated total energy (a.u.) = -309.71581

Last column: Mulliken charge in e.
Atoms and positions in Å:
O 2.602 -0.261 0.687  -0.22
C 2.713 -1.449 1.205  -0.31
C 1.516 -0.098 -0.256  -0.40
C 0.300 0.463 0.460  -0.70
C -0.850 0.698 -0.495  -0.03
C -1.713 -0.458 -0.919  -0.56
C -2.267 0.600 -0.007  -0.62
H 3.581 -1.312 1.899  0.18
H 1.893 0.589 -1.020  0.31
H 1.305 -1.077 -0.697  0.39
H 0.575 1.396 0.969  0.31
H 0.003 -0.255 1.236  0.26
H -0.665 1.458 -1.254  0.39
H -2.070 -0.492 -1.945  0.26
H -1.495 -1.433 -0.487  0.25
H -2.999 1.293 -0.411  0.26
H -2.430 0.338 1.036  0.23

=====

# 7
An isolated molecule of C6H10O. Source: the OMol25 dataset; level of theory: ωB97M-V/def2-TZVPD.

Properties
- E_HOMO (eV) = -9.6
- lowest unoccupied orbital energy (eV) = 1.15
- Kohn-Sham gap (eV) = 10.72
- calculated total energy (a.u.) = -309.81705

Last column: Mulliken charge in e.
Atoms and positions in Å:
C 1.714 -1.042 -0.653  -1.27
C 0.527 -0.104 -0.890  0.32
O -0.649 -0.916 -0.865  -0.45
C -1.744 -0.210 -0.314  -0.61
C -1.150 0.877 0.559  -0.09
C -0.088 0.452 1.531  -0.73
C 0.298 0.961 0.174  -0.33
H 1.336 -2.068 -0.680  0.30
H 2.167 -0.869 0.328  0.31
H 2.490 -0.936 -1.417  0.34
H 0.619 0.394 -1.869  0.36
H -2.373 0.239 -1.098  0.28
H -2.344 -0.947 0.232  0.29
H -1.745 1.762 0.764  0.38
H 0.034 -0.609 1.742  0.21
H 0.098 1.103 2.381  0.30
H 0.810 1.914 0.075  0.40

=====

# 8
An isolated molecule of C6H10O in a non-equilibrium geometry. Source: the OMol25 dataset; level of theory: ωB97M-V/def2-TZVPD.

Properties
- E_HOMO (eV) = -7.9
- lowest unoccupied orbital energy (eV) = 1.11
- Kohn-Sham gap (eV) = 9.05
- calculated total energy (a.u.) = -309.72946

Last column: Mulliken charge in e.
Atoms and positions in Å:
C -2.059 0.102 0.401  -1.52
C -0.599 0.249 0.270  0.51
C -0.135 -1.202 -0.643  -0.73
C 1.034 -1.098 0.196  -0.10
C 1.844 -0.024 0.084  -0.39
C 1.326 1.263 -0.544  -0.47
O -0.123 1.290 -0.505  -0.45
H -2.212 -0.761 1.065  0.33
H -2.414 -0.137 -0.595  0.38
H -2.533 0.980 0.829  0.40
H -0.191 0.428 1.307  0.33
H 0.066 -1.052 -1.726  0.24
H -0.840 -2.044 -0.561  0.37
H 0.930 -1.662 1.123  0.31
H 2.621 0.074 0.823  0.27
H 1.688 2.115 0.060  0.28
H 1.596 1.479 -1.585  0.27

=====

# 9
An isolated molecule of C6H10O. Source: the OMol25 dataset; level of theory: ωB97M-V/def2-TZVPD.

Properties
- E_HOMO (eV) = -8.6
- lowest unoccupied orbital energy (eV) = 0.16
- Kohn-Sham gap (eV) = 8.73
- calculated total energy (a.u.) = -309.67221

Last column: Mulliken charge in e.
Atoms and positions in Å:
C 2.519 -0.384 0.175  -0.87
C 1.152 -0.341 0.745  -0.28
C -1.245 -0.435 -1.067  -0.47
C -1.659 0.576 -0.038  -0.11
C -2.087 -0.849 0.114  -0.47
O -0.788 1.153 0.896  -0.34
C 0.582 1.009 0.642  -0.31
H 3.000 0.564 -0.123  0.33
H 2.372 -0.986 -0.738  0.27
H 3.194 -0.990 0.788  0.33
H -0.224 -0.805 -1.079  0.05
H -1.700 -0.365 -2.052  0.27
H -2.414 1.295 -0.351  0.37
H -3.129 -1.115 -0.038  0.26
H -1.560 -1.403 0.885  0.28
H 0.890 1.581 -0.255  0.33
H 1.099 1.494 1.496  0.36

=====

# 10
An isolated molecule of C6H10O. Source: the OMol25 dataset; level of theory: ωB97M-V/def2-TZVPD.

Properties
- E_HOMO (eV) = -8.4
- lowest unoccupied orbital energy (eV) = 0.11
- Kohn-Sham gap (eV) = 8.49
- calculated total energy (a.u.) = -309.71886

Last column: Mulliken charge in e.
Atoms and positions in Å:
C 2.119 -0.311 -0.345  -1.49
C 0.775 -0.040 0.350  0.82
C -0.005 1.147 -0.244  -0.69
C -1.481 1.001 0.101  -0.53
O -1.983 -0.189 -0.467  -0.39
C -1.351 -1.333 0.087  -0.30
C 0.054 -1.336 0.497  -0.82
H 2.623 -1.157 0.128  0.40
H 2.768 0.570 -0.307  0.35
H 1.955 -0.562 -1.399  0.38
H 1.017 0.185 1.406  0.21
H 0.395 2.103 0.116  0.36
H 0.084 1.150 -1.337  0.32
H -2.082 1.822 -0.301  0.36
H -1.440 -2.145 -0.653  0.36
H -1.916 -1.697 0.968  0.34
H -1.620 0.988 1.197  0.32